Formula: C22H29Br3N4O4S6Sn
Source: OMol25
Level of theory: ωB97M-V/def2-TZVPD

Last column: Mulliken charge in e.
Element x y z (Å)
1 Sn 0.255 -0.572 0.272  0.957
2 Br -0.726 1.732 3.826  -0.056
3 C -0.294 3.528 3.320  -0.496
4 Br 0.115 3.716 1.439  -0.099
5 H 0.586 3.836 3.868  0.329
6 H -1.141 4.167 3.532  0.319
7 S 2.037 -1.827 -3.824  -0.532
8 S 3.193 -2.903 -2.520  -0.195
9 S 2.931 -2.213 -0.591  -0.189
10 S 1.104 -2.923 0.114  -0.391
11 C -1.486 -1.560 -5.155  -0.967
12 C -2.147 -1.331 -3.803  -0.676
13 S -1.118 -0.277 -2.750  0.741
14 O -1.237 -0.948 -1.385  -0.555
15 C -2.102 1.232 -2.639  -0.354
16 C -3.595 1.093 -2.410  -1.407
17 H -2.078 -2.264 -5.743  0.381
18 H -0.480 -1.962 -5.026  0.175
19 H -1.412 -0.630 -5.724  0.261
20 H -2.224 -2.248 -3.220  0.337
21 H -3.142 -0.900 -3.888  0.361
22 H -1.854 1.783 -3.552  0.538
23 H -1.621 1.746 -1.804  0.294
24 H -4.135 0.933 -3.345  0.403
25 H -3.978 2.001 -1.945  0.398
26 H -3.818 0.277 -1.722  0.212
27 C 6.025 5.601 -2.866  -1.024
28 C 5.017 5.207 -1.796  -0.677
29 N 5.554 4.256 -0.836  0.296
30 C 6.533 4.764 0.118  -0.791
31 C 7.908 4.139 -0.070  -1.138
32 C 4.962 3.054 -0.518  0.232
33 O 5.245 2.477 0.517  -0.643
34 C 3.996 2.481 -1.502  0.058
35 C 4.304 2.335 -2.852  0.020
36 C 3.359 1.795 -3.699  -0.988
37 C 2.116 1.457 -3.172  -0.255
38 N 1.816 1.580 -1.886  0.125
39 C 2.755 2.040 -1.064  -0.620
40 H 5.591 6.334 -3.548  0.406
41 H 6.333 4.731 -3.446  0.219
42 H 6.919 6.044 -2.422  0.296
43 H 4.129 4.780 -2.253  0.417
44 H 4.691 6.102 -1.253  0.396
45 H 6.173 4.557 1.127  0.397
46 H 6.582 5.848 -0.007  0.435
47 H 7.849 3.064 0.095  0.303
48 H 8.621 4.557 0.643  0.389
49 H 8.283 4.316 -1.079  0.267
50 H 5.282 2.620 -3.222  0.543
51 H 3.579 1.594 -4.739  0.392
52 H 1.326 1.101 -3.820  0.372
53 H 2.505 2.071 -0.008  0.507
54 Br -6.616 0.957 2.468  -0.542
55 C -5.119 -0.950 1.733  -0.449
56 C -5.757 -1.922 2.664  -0.013
57 N -5.095 -2.701 3.424  -0.682
58 C -3.691 -2.568 3.408  -0.431
59 C -3.007 -1.555 2.873  0.236
60 C -3.814 -0.396 2.309  1.335
61 C -1.502 -1.550 3.020  -0.361
62 O -1.013 -2.019 4.037  -0.669
63 O -0.819 -1.015 2.066  -0.399
64 H -6.836 -2.007 2.601  0.387
65 H -3.146 -3.360 3.903  0.486
66 H -4.077 0.239 3.164  0.368
67 S -5.314 -1.323 0.132  -0.317
68 C -3.137 0.505 1.377  -0.381
69 N -2.680 1.273 0.656  -0.289

ΔE to the lowest compared entry with this formula, charge and spin ... 226.3 kJ/mol
Frontier orbital gap ... 0.18516 Eh
Calculated total energy ... -11701.2955 Eh
Charge ... -2

Formula: C36H73FeN4O4
Source: OMol25
Level of theory: ωB97M-V/def2-TZVPD

Last column: Löwdin spin population.
Element x y z (Å)
1 Fe -5.028 -16.505 27.215  3.738
2 C -9.038 -15.186 30.270  0.000
3 C -8.323 -14.113 29.448  0.002
4 C -8.628 -12.771 30.198  0.000
5 C -7.721 -12.464 31.378  0.000
6 C -6.258 -12.559 30.892  0.000
7 C -5.877 -13.986 30.284  0.000
8 N -6.873 -14.358 29.203  0.009
9 O -6.596 -15.582 28.454  0.069
10 C -5.947 -15.039 31.343  0.000
11 C -4.450 -13.913 29.819  0.002
12 C -9.045 -13.969 27.934  0.000
13 H -8.754 -16.139 29.822  0.000
14 H -10.061 -15.023 29.931  0.000
15 H -9.005 -15.151 31.359  0.000
16 H -9.603 -12.794 30.685  0.000
17 H -8.816 -11.880 29.599  0.000
18 H -7.876 -13.215 32.152  0.000
19 H -7.933 -11.547 31.929  0.000
20 H -5.566 -12.262 31.680  0.000
21 H -6.254 -11.777 30.133  0.000
22 H -5.128 -15.202 32.043  0.000
23 H -6.044 -16.053 30.955  0.000
24 H -6.862 -15.047 31.936  0.000
25 H -3.706 -13.779 30.604  0.000
26 H -4.227 -13.007 29.256  0.000
27 H -4.229 -14.699 29.096  0.001
28 H -10.059 -13.580 28.032  0.000
29 H -9.278 -14.966 27.559  0.000
30 H -8.404 -13.362 27.295  0.000
31 C -3.197 -18.923 31.324  0.000
32 C -2.469 -18.463 30.025  0.001
33 C -0.966 -18.873 29.910  0.000
34 C -0.727 -20.349 29.515  0.000
35 C -1.342 -20.558 28.137  0.000
36 C -2.842 -20.182 28.023  0.001
37 N -3.082 -18.815 28.695  0.007
38 O -4.415 -18.263 28.486  0.069
39 C -3.688 -21.410 28.661  0.000
40 C -3.116 -20.183 26.482  0.000
41 C -2.434 -16.928 30.080  0.000
42 H -2.582 -19.015 32.220  0.000
43 H -3.674 -19.900 31.242  0.000
44 H -4.101 -18.364 31.562  0.000
45 H -0.526 -18.767 30.902  0.000
46 H -0.483 -18.221 29.183  0.000
47 H -1.020 -21.024 30.319  0.000
48 H 0.359 -20.403 29.440  0.000
49 H -1.272 -21.644 28.188  0.000
50 H -0.513 -20.305 27.476  0.000
51 H -4.759 -21.296 28.497  0.000
52 H -3.538 -21.355 29.739  0.000
53 H -3.516 -22.344 28.125  0.000
54 H -2.372 -19.487 26.094  0.000
55 H -4.101 -19.816 26.196  0.000
56 H -2.791 -21.070 25.937  0.000
57 H -3.375 -16.427 30.307  0.000
58 H -2.097 -16.452 29.159  0.000
59 H -1.944 -16.544 30.974  0.000
60 C -6.734 -21.196 25.574  0.000
61 C -7.750 -20.064 25.158  0.000
62 C -9.063 -20.833 24.896  0.000
63 C -10.349 -20.075 24.860  0.000
64 C -10.453 -19.008 25.925  0.000
65 C -9.141 -18.195 26.268  0.000
66 N -7.946 -19.107 26.248  0.009
67 O -6.713 -18.448 26.730  0.039
68 C -9.386 -17.703 27.767  0.000
69 C -9.114 -16.868 25.352  0.000
70 C -7.262 -19.449 23.791  0.000
71 H -6.832 -21.429 26.634  0.000
72 H -5.696 -20.874 25.494  0.000
73 H -6.809 -22.152 25.055  0.000
74 H -9.290 -21.309 25.850  0.000
75 H -9.040 -21.597 24.118  0.000
76 H -11.269 -20.660 24.888  0.000
77 H -10.505 -19.501 23.947  0.000
78 H -10.840 -19.356 26.883  0.000
79 H -11.195 -18.273 25.613  0.000
80 H -8.505 -17.107 28.008  0.000
81 H -9.571 -18.425 28.562  0.000
82 H -10.204 -16.984 27.801  0.000
83 H -8.424 -16.063 25.604  0.000
84 H -10.144 -16.512 25.342  0.000
85 H -8.836 -17.194 24.349  0.000
86 H -8.165 -19.050 23.329  0.000
87 H -6.771 -20.109 23.076  0.000
88 H -6.541 -18.640 23.907  0.000
89 C -1.544 -15.954 26.538  0.000
90 C -2.131 -15.589 25.168  0.001
91 C -1.845 -16.819 24.243  0.000
92 C -2.635 -16.728 22.941  0.000
93 C -4.136 -16.553 23.198  0.000
94 C -4.511 -15.414 24.165  0.000
95 N -3.675 -15.483 25.369  0.020
96 O -4.166 -14.655 26.344  0.025
97 C -4.411 -14.030 23.374  0.001
98 C -5.994 -15.816 24.528  -0.001
99 C -1.502 -14.327 24.677  0.001
100 H -2.101 -16.779 26.984  0.000
101 H -1.441 -15.187 27.306  0.000
102 H -0.533 -16.302 26.327  0.000
103 H -0.795 -16.965 23.988  0.000
104 H -2.232 -17.765 24.623  0.000
105 H -2.470 -17.657 22.395  0.000
106 H -2.222 -15.932 22.322  0.000
107 H -4.548 -17.461 23.637  0.000
108 H -4.659 -16.356 22.262  0.000
109 H -5.417 -13.697 23.117  0.000
110 H -3.964 -13.237 23.973  0.000
111 H -3.813 -13.991 22.463  0.000
112 H -6.354 -15.019 25.180  0.001
113 H -6.509 -15.696 23.575  0.000
114 H -6.000 -16.803 24.990  -0.002
115 H -1.854 -13.451 25.221  0.000
116 H -1.720 -14.078 23.638  0.000
117 H -0.424 -14.451 24.569  0.000
118 H -4.177 -13.805 25.898  0.003

Spin multiplicity ... 5
Frontier orbital gap (alpha / beta) ... 0.17980 / 0.17697 Eh
Calculated total energy ... -3198.7916 Eh
Charge ... -1

Formula: C4H21O8
Source: OMol25
Level of theory: ωB97M-V/def2-TZVPD

Last column: Mulliken charge in e.
Element x y z (Å)
1 C -1.317 -2.015 -0.662  -0.337
2 O -1.758 -1.713 -1.975  -0.565
3 C -1.072 -0.606 0.158  0.041
4 C -0.939 -0.808 1.771  -0.726
5 C 0.063 -1.839 2.276  0.098
6 O 0.180 -1.955 3.473  -0.534
7 H -2.202 -2.535 -0.276  0.271
8 H -0.373 -2.551 -0.770  0.218
9 H -1.254 -1.013 -2.321  0.303
10 H -1.918 0.043 0.030  0.280
11 H -0.133 -0.063 -0.072  0.044
12 H -0.764 0.123 2.240  0.335
13 H -1.923 -0.998 2.089  0.518
14 H 0.665 -2.408 1.575  0.145
15 H 0.922 -4.070 0.510  0.319
16 H 1.135 1.123 -1.140  0.422
17 H -0.059 1.014 -2.561  0.271
18 O 0.735 0.621 -2.030  -0.826
19 H 1.993 2.559 -0.207  0.203
20 H 1.880 1.782 1.701  0.412
21 O 1.389 2.005 0.087  -0.884
22 H -1.621 1.719 -0.857  0.358
23 H -2.392 2.156 -2.115  0.226
24 O -2.002 1.489 -1.711  -0.631
25 H 2.612 -1.476 -2.584  0.264
26 H 1.813 -0.259 -2.876  0.429
27 O 2.707 -0.672 -3.076  -0.675
28 H -1.283 1.921 0.831  0.302
29 H 0.274 2.324 0.221  0.504
30 O -0.949 2.636 0.331  -1.031
31 H 1.844 1.172 3.080  0.275
32 H 0.872 -3.545 0.046  -0.368
33 O 2.137 1.913 2.676  -0.663

ΔE to the lowest compared entry with this formula, charge and spin ... 275.9 kJ/mol
Frontier orbital gap ... 0.35097 Eh
Calculated total energy ... -766.8600 Eh
Charge ... -1

Formula: C5H15N2
Source: OMol25
Level of theory: ωB97M-V/def2-TZVPD

Last column: Mulliken charge in e.
Element x y z (Å)
1 C 1.544 -0.537 2.451  -1.033
2 N 1.278 -0.016 1.113  -0.321
3 C 0.184 0.925 0.887  -0.860
4 C -0.383 0.656 -0.564  -0.055
5 C -1.852 1.084 -0.624  -1.282
6 N -0.254 -0.803 -0.854  -0.105
7 C -0.232 -1.092 -2.324  -0.877
8 H 2.361 -1.278 2.368  0.333
9 H 1.863 0.259 3.182  0.325
10 H 0.830 -1.226 2.906  0.370
11 H 2.160 0.450 0.861  0.236
12 H 0.441 1.993 0.914  0.366
13 H -0.661 0.784 1.578  0.439
14 H 0.221 1.176 -1.313  0.443
15 H -1.768 2.194 -0.696  0.362
16 H -2.406 0.506 -1.372  0.414
17 H -2.323 0.820 0.325  0.398
18 H -1.042 -1.261 -0.407  0.376
19 H 0.657 -1.138 -0.490  0.405
20 H -0.841 -0.351 -2.810  0.392
21 H 0.813 -1.022 -2.638  0.336
22 H -0.590 -2.122 -2.493  0.336

ΔE to the lowest compared entry with this formula, charge and spin ... 102.1 kJ/mol
Structure (SMILES) ... CNC[C@H](C)[NH2+]C
Frontier orbital gap ... 0.39002 Eh
Calculated total energy ... -308.7538 Eh
Charge ... +1